Computed, not measured: a structure of composition C40H69AsCrN2O2 in a non-equilibrium geometry, with ωB97M-V/def2-TZVPD.

Energy, Eh: -5105.63324
E_LUMO (alpha / beta), eV: -3.3 / -2.8
2S+1: 2
<S²>: 0.76
Highest occupied orbital energy (alpha / beta), eV: -10.528 / -10.479
Kohn-Sham gap (alpha / beta), eV: 7.2 / 7.6
Charge: +1

The geometry in XYZ format:
```
115
Properties=species:S:1:pos:R:3:lowdin_charge:R:1
Cr -0.58 -0.42 0.40 0.7360
C -0.02 -2.39 -2.12 -0.0592
N -0.06 -0.95 -1.91 -0.2714
C -0.93 -0.37 -2.93 -0.0555
C 1.30 -0.40 -2.03 -0.1504
C 1.40 1.01 -1.44 -0.1043
N 0.99 1.05 -0.03 -0.2003
C 0.46 2.38 0.31 -0.1156
C -0.69 2.83 -0.54 -0.1464
C -0.63 4.08 -1.12 0.0229
C -1.72 4.61 -1.80 -0.1542
C -2.86 3.82 -1.86 0.0363
C -2.98 2.57 -1.28 -0.0756
C -1.84 2.02 -0.62 -0.2692
O -1.80 0.83 -0.04 -0.2651
C -4.31 1.84 -1.26 -0.5243
C -4.16 0.45 -1.89 -0.0426
C -5.43 2.57 -2.01 -0.0521
C -4.74 1.71 0.21 -0.0285
C -1.70 6.00 -2.40 -0.5565
C -0.35 6.70 -2.23 -0.0626
C -2.77 6.84 -1.68 -0.0365
C -2.01 5.93 -3.90 -0.0380
C 2.12 0.81 0.87 -0.1188
C 2.80 -0.52 0.73 -0.1425
C 4.17 -0.55 0.62 0.0173
C 4.86 -1.76 0.61 -0.1518
C 4.10 -2.91 0.73 0.0324
C 2.72 -2.93 0.87 -0.0730
C 2.02 -1.70 0.85 -0.2630
O 0.71 -1.55 0.94 -0.2583
C 2.08 -4.30 1.06 -0.5295
C 0.58 -4.25 1.34 -0.0609
C 2.33 -5.17 -0.18 -0.0258
C 2.73 -4.97 2.29 -0.0329
C 6.38 -1.73 0.51 -0.5568
C 6.80 -1.01 -0.77 -0.0409
C 6.93 -0.97 1.73 -0.0383
C 7.00 -3.13 0.50 -0.0554
H 0.35 -2.64 -3.12 0.1113
H -1.03 -2.80 -2.01 0.1029
H 0.63 -2.86 -1.38 0.0618
H -0.51 -0.49 -3.93 0.1104
H -1.10 0.69 -2.74 0.0875
H -1.89 -0.88 -2.90 0.0865
H 1.62 -0.37 -3.08 0.1429
H 1.98 -1.07 -1.49 0.1166
H 0.74 1.67 -2.00 0.1252
H 2.43 1.37 -1.56 0.1489
H 1.27 3.12 0.24 0.1414
H 0.13 2.34 1.36 0.1413
H 0.28 4.65 -1.01 0.1081
H -3.73 4.22 -2.36 0.0988
H -3.90 0.56 -2.95 0.0928
H -5.09 -0.10 -1.83 0.0915
H -3.38 -0.11 -1.38 0.0442
H -5.19 2.70 -3.06 0.0911
H -5.63 3.54 -1.56 0.0882
H -6.34 1.98 -1.94 0.0906
H -3.97 1.20 0.77 0.0468
H -5.67 1.16 0.28 0.0921
H -4.89 2.70 0.64 0.0992
H -0.09 6.81 -1.18 0.0851
H -0.39 7.69 -2.67 0.0884
H 0.44 6.14 -2.73 0.0871
H -2.57 6.86 -0.61 0.0920
H -3.76 6.44 -1.84 0.0783
H -2.75 7.87 -2.06 0.0878
H -1.26 5.33 -4.41 0.0898
H -2.00 6.93 -4.33 0.0878
H -2.99 5.49 -4.09 0.0775
H 1.73 0.88 1.90 0.1327
H 2.86 1.61 0.74 0.1400
H 4.71 0.38 0.55 0.1174
H 4.61 -3.86 0.74 0.0970
H 0.02 -3.81 0.51 0.0708
H 0.40 -3.67 2.24 0.0668
H 0.22 -5.26 1.49 0.0943
H 1.84 -4.74 -1.06 0.0762
H 1.92 -6.16 -0.02 0.0912
H 3.39 -5.27 -0.39 0.0816
H 2.64 -4.34 3.16 0.0950
H 3.79 -5.18 2.12 0.0783
H 2.24 -5.92 2.49 0.0887
H 6.46 0.02 -0.78 0.0746
H 6.39 -1.51 -1.65 0.0902
H 7.88 -1.00 -0.86 0.0875
H 6.57 0.05 1.75 0.0763
H 8.02 -0.94 1.68 0.0881
H 6.63 -1.46 2.65 0.0921
H 6.66 -3.71 -0.35 0.0888
H 6.77 -3.67 1.42 0.0870
H 8.08 -3.04 0.44 0.0883
C -2.39 -4.00 3.14 -0.1600
C -1.84 -2.63 3.52 -0.3898
As -2.17 -1.22 2.16 1.2679
C -2.22 0.30 3.41 -0.4018
C -0.86 0.52 4.07 -0.1552
C -4.13 -1.47 1.93 -0.3756
C -4.47 -2.28 0.67 -0.1543
H -2.07 -4.75 3.86 0.0828
H -2.03 -4.29 2.15 0.0522
H -3.47 -3.98 3.12 0.0622
H -0.77 -2.68 3.70 0.0561
H -2.31 -2.29 4.46 0.0809
H -2.98 0.12 4.18 0.0842
H -2.51 1.19 2.85 0.0650
H -0.64 -0.26 4.79 0.0716
H -0.82 1.48 4.59 0.0812
H -0.07 0.51 3.31 0.0394
H -4.59 -0.49 1.86 0.0477
H -4.53 -1.96 2.82 0.0769
H -3.99 -1.81 -0.19 0.0393
H -5.54 -2.30 0.50 0.0813
H -4.10 -3.30 0.76 0.0626
```

---

Computed, not measured: a cluster of 6 separate species, C40H69BN6O4 in total in a non-equilibrium geometry, with ωB97M-V/def2-TZVPD.

Relative energy (zero: lowest compared OMol25 entry of this formula, charge and spin), eV: 0.6590
Energy, Eh: -2218.33625
E_LUMO, eV: -11.9
Highest occupied orbital energy, eV: -15.105
Kohn-Sham gap, eV: 3.2
Charge: +4

The geometry in XYZ format:
```
120
Properties=species:S:1:pos:R:3:lowdin_charge:R:1
B -1.29 0.10 0.05 -0.4210
H -0.43 0.27 0.81 -0.0412
H -2.29 0.02 0.61 -0.0057
H -1.25 1.01 -0.63 -0.0232
H -1.00 -0.86 -0.50 -0.0130
C -0.68 -0.55 -8.00 -0.1043
C -1.76 0.19 -7.26 -0.2429
C -1.42 0.60 -5.79 -0.1948
C -2.43 1.54 -5.19 -0.1202
N -2.20 1.99 -3.75 -0.1826
C -3.32 2.90 -3.29 -0.0907
C -3.02 4.23 -3.93 -0.1041
C -1.46 4.28 -4.18 -0.1255
C -0.99 2.89 -3.73 -0.0975
C -1.96 0.79 -2.85 -0.1485
C -3.04 -0.27 -2.94 -0.1844
C -2.97 -1.40 -1.89 -0.1181
H 0.17 0.13 -8.15 0.0777
H -0.97 -0.67 -9.04 0.0859
H -0.33 -1.48 -7.55 0.0744
H -2.58 -0.53 -7.23 0.1122
H -2.15 1.11 -7.70 0.1203
H -0.50 1.18 -5.95 0.1109
H -1.12 -0.27 -5.21 0.1014
H -3.47 1.23 -5.29 0.1418
H -2.42 2.45 -5.80 0.1349
H -3.28 2.97 -2.20 0.1095
H -4.23 2.48 -3.71 0.1310
H -3.28 5.10 -3.32 0.1261
H -3.63 4.27 -4.83 0.1160
H -0.82 5.04 -3.63 0.0568
H -1.28 4.31 -5.26 0.1071
H -0.67 3.04 -2.71 0.0862
H -0.19 2.57 -4.40 0.1328
H -1.86 1.27 -1.88 0.0559
H -0.98 0.37 -3.07 0.1155
H -2.98 -0.74 -3.93 0.1102
H -4.01 0.24 -2.87 0.1225
H -3.65 -2.19 -2.18 0.0922
H -3.13 -0.98 -0.90 0.0343
H -1.94 -1.75 -1.95 0.0492
C -4.62 1.16 1.64 -0.0409
C -3.85 2.29 2.31 -0.2770
C -3.52 1.93 3.75 -0.1943
O -2.78 0.74 3.83 -0.1851
C -1.98 0.64 4.99 -0.0869
N -2.62 2.59 1.48 0.2172
H -2.14 1.73 1.16 0.0674
H -2.76 3.09 0.58 0.1269
H -2.00 3.19 2.01 0.1639
H -5.67 1.11 1.92 0.1057
H -4.21 0.17 1.83 0.0750
H -4.78 1.22 0.56 0.0938
H -4.44 3.21 2.33 0.1668
H -4.50 1.80 4.22 0.1509
H -3.11 2.76 4.33 0.1369
H -1.40 -0.28 4.88 0.0849
H -2.63 0.63 5.86 0.1097
H -1.27 1.47 5.07 0.0660
C 2.79 3.10 5.80 0.0667
N 2.74 2.23 4.58 -0.0725
C 1.56 2.12 3.90 0.0406
C 1.55 1.36 2.74 0.0604
C 2.72 0.76 2.24 -0.1086
C 3.90 0.98 2.95 0.0585
C 3.88 1.72 4.13 0.0267
C 2.77 0.02 0.94 -0.1135
C 3.52 -1.15 0.73 0.0257
C 3.45 -1.82 -0.50 0.0163
N 2.53 -1.48 -1.42 -0.0672
C 1.73 -0.42 -1.24 0.0403
C 1.91 0.32 -0.10 0.0368
C 2.32 -2.34 -2.62 0.0683
H 1.80 3.53 5.96 0.1068
H 3.51 3.90 5.71 0.1250
H 2.96 2.41 6.62 0.1200
H 0.72 2.63 4.33 0.1372
H 0.59 1.27 2.24 0.1026
H 4.85 0.56 2.65 0.1353
H 4.70 1.96 4.79 0.1618
H 4.31 -1.38 1.42 0.1201
H 3.98 -2.73 -0.74 0.1482
H 1.04 -0.23 -2.05 0.1462
H 1.19 1.12 -0.01 0.1110
H 2.46 -3.36 -2.28 0.1041
H 3.10 -2.08 -3.34 0.1273
H 1.36 -2.10 -3.08 0.1075
C -1.97 -3.64 0.29 0.0472
N -0.60 -3.68 0.86 -0.0453
C 0.17 -4.75 0.63 0.0448
C 1.38 -4.87 1.32 0.0595
C 1.84 -3.84 2.13 -0.1280
C 1.08 -2.65 2.17 0.0545
C -0.18 -2.63 1.56 0.0212
C 3.10 -4.01 2.89 -0.1120
C 4.22 -4.72 2.40 0.0440
C 5.46 -4.70 2.98 0.0421
N 5.64 -3.99 4.12 -0.0674
C 4.63 -3.27 4.61 0.0147
C 3.33 -3.37 4.12 0.0590
C 6.96 -3.96 4.79 0.0591
H -2.10 -4.02 -0.72 0.1183
H -2.36 -2.65 0.48 0.0853
H -2.64 -4.30 0.85 0.1288
H -0.20 -5.54 -0.01 0.1648
H 2.03 -5.70 1.08 0.1323
H 1.45 -1.81 2.73 0.1120
H -0.85 -1.79 1.67 0.1192
H 4.08 -5.36 1.54 0.1308
H 6.30 -5.20 2.53 0.1670
H 4.79 -2.70 5.51 0.1528
H 2.65 -2.70 4.62 0.1329
H 7.67 -3.50 4.11 0.1226
H 7.31 -4.95 5.11 0.1290
H 6.81 -3.47 5.75 0.1093
O -0.14 3.55 -0.92 0.0254
C -1.09 4.41 -1.47 -0.7669
O -2.23 4.34 -0.93 -0.0303
O -0.71 5.19 -2.33 0.0323
H -0.71 3.02 -0.36 0.0417
```

---

- Number 1 is which compound?
  C40H69AsCrN2O2

---

- Look up the energy of the second one.
  -2218.33625 Eh

---

- Which of these has the highest charge?
  C40H69BN6O4